No. 1
An isolated molecule of C4H7NS in a non-equilibrium geometry. Source: the Open Molecules 2025 dataset; level of theory: ωB97M-V with the def2-TZVPD basis set.

```
13
Properties=species:S:1:pos:R:3:mulliken_charge:R:1
C 0.71980 -1.51643 -0.10025 -0.60
C -0.60043 -0.60588 -0.36494 -0.65
C -0.01672 0.94311 -0.60244 0.06
C 0.61854 1.71007 0.49752 -0.42
N 1.41104 1.09129 -0.58809 -0.40
S 2.20894 -0.36444 -0.07254 -0.09
H 0.57718 -2.09267 0.73679 0.38
H 0.76670 -2.16012 -1.00445 0.31
H -1.10610 -0.95024 -1.23403 0.35
H -1.38421 -0.63808 0.48574 0.24
H -0.62338 1.48326 -1.34485 0.30
H 0.58924 2.81012 0.32327 0.20
H 0.84269 1.32335 1.43248 0.32
```

## Properties
2S+1	1
energy	-609.468167	a.u.
SMILES	C1C[C@H]2CN2S1
highest occupied orbital energy	-8.314	eV
relative energy (zero: lowest compared OMol25 entry of this formula, charge and spin)	2.458	eV
maximum force	4.3	eV/A
HOMO-LUMO gap	9.3535	eV

No. 2
An isolated molecule of C4H7NS in a non-equilibrium geometry. Source: the Open Molecules 2025 dataset; level of theory: ωB97M-V with the def2-TZVPD basis set.

```
13
Properties=species:S:1:pos:R:3:mulliken_charge:R:1
C 1.47954 -1.58389 -0.35208 -0.60
C 0.10011 2.20231 -0.30571 -0.42
C 0.50657 -0.94085 0.27819 -0.17
C -0.55521 1.27583 0.34649 -0.39
N -2.23518 -0.79302 0.41590 -0.62
S -1.12170 -0.33217 -0.57451 0.20
H 2.43308 -1.93912 0.03606 0.26
H 1.49401 -1.65126 -1.37982 0.26
H 0.58173 2.90867 0.25907 0.29
H 0.03851 2.11354 -1.45930 0.18
H 0.61538 -0.86112 1.30327 0.32
H -0.64182 1.23505 1.40016 0.47
H -2.69501 -1.63398 0.03227 0.21
```

## Properties
2S+1	1
energy	-609.384932	a.u.
highest occupied orbital energy	-8.475	eV
relative energy (zero: lowest compared OMol25 entry of this formula, charge and spin)	4.723	eV
maximum force	4.7	eV/A
HOMO-LUMO gap	9.2835	eV

No. 3
A structure of composition C4H7NaO3 in a non-equilibrium geometry. Source: the Open Molecules 2025 dataset; level of theory: ωB97M-V with the def2-TZVPD basis set.

```
15
Properties=species:S:1:pos:R:3:mulliken_charge:R:1
H -0.50707 -0.95693 -2.32110 0.24
Na -1.08748 -4.83125 -0.94773 1.01
O -1.60083 -2.33448 -1.07555 -0.56
C -1.26772 -1.25252 -1.51051 0.36
O -1.93116 -0.15790 -1.20940 -0.21
C -1.50729 0.99959 -1.82239 -0.44
H -1.91170 1.89425 -1.35944 0.28
H -1.27194 0.95471 -2.88457 0.31
O 1.35280 -0.24662 0.39430 -0.49
C 1.04589 0.44867 1.33893 0.32
C 2.01585 1.07700 2.27855 -1.01
H -0.02875 0.66698 1.53527 0.31
H 3.05024 0.83059 2.01483 0.29
H 1.86303 2.16727 2.26747 0.29
H 1.78613 0.74066 3.30134 0.30
```

## Properties
2S+1	2
energy	-544.348130	a.u.
highest occupied orbital energy (alpha / beta)	-11.809 / -12.558	eV
relative energy (zero: lowest compared OMol25 entry of this formula, charge and spin)	0.783	eV
charge	+1
maximum force	1.8	eV/A
HOMO-LUMO gap (alpha / beta)	7.2339 / 7.9826	eV

No. 4
The ion C4H7O2 with charge -1 in a non-equilibrium geometry. Source: the Open Molecules 2025 dataset; level of theory: ωB97M-V with the def2-TZVPD basis set.

```
13
Properties=species:S:1:pos:R:3:mulliken_charge:R:1
O 0.93521 -2.57879 -0.57313 -0.72
C 0.97726 -1.53762 -1.25834 -0.11
C 0.73052 -0.20996 -0.91774 -0.49
C 0.43499 0.23278 0.47646 -0.55
C -1.06983 0.45594 0.79011 -0.44
O -1.37777 1.76645 1.32474 -0.56
H 1.18805 -1.69936 -2.38554 0.23
H 0.66327 0.47149 -1.76318 0.25
H 0.77325 -0.48707 1.22697 0.29
H 1.04458 1.14126 0.63175 0.29
H -1.88270 0.19940 0.11782 0.38
H -1.23687 -0.19336 1.67191 0.17
H -1.17995 2.43884 0.65815 0.28
```

## Properties
2S+1	1
energy	-307.067682	a.u.
SMILES	[O-]/C=C\CCO
highest occupied orbital energy	-2.040	eV
relative energy (zero: lowest compared OMol25 entry of this formula, charge and spin)	2.339	eV
charge	-1
maximum force	2.3	eV/A
HOMO-LUMO gap	5.9180	eV

No. 5
The ion C4H7O2 with charge -1. Source: the Open Molecules 2025 dataset; level of theory: ωB97M-V with the def2-TZVPD basis set.

```
13
Properties=species:S:1:pos:R:3:mulliken_charge:R:1
O 2.14710 2.29477 -0.52549 -0.54
C 1.14205 1.75420 -0.12900 0.01
C 0.75159 0.31614 -0.29808 -0.28
C -0.59883 -0.02918 0.30883 -0.70
C -0.96139 -1.56785 0.08506 -0.35
O 0.05154 -2.34404 -0.25195 -0.85
H 0.40005 2.35158 0.44577 0.34
H 0.72969 0.10580 -1.36926 0.23
H 1.57069 -0.28607 0.08309 0.28
H -1.35549 0.60677 -0.15709 0.29
H -0.55829 0.17223 1.38599 0.31
H -1.83626 -1.52365 -0.63067 0.10
H -1.48245 -1.85071 1.05280 0.15
```

## Properties
2S+1	1
energy	-307.063425	a.u.
SMILES	O=CCCC[O-]
highest occupied orbital energy	-2.418	eV
relative energy (zero: lowest compared OMol25 entry of this formula, charge and spin)	2.455	eV
charge	-1
maximum force	0.9	eV/A
HOMO-LUMO gap	6.3124	eV

No. 6
A cluster of 2 separate species, C4H7O2Si in total in a non-equilibrium geometry. Source: the Open Molecules 2025 dataset; level of theory: ωB97M-V with the def2-TZVPD basis set.

```
14
Properties=species:S:1:pos:R:3:mulliken_charge:R:1
C -1.46276 2.03227 -0.95352 0.74
C 1.37923 -0.55379 -0.67971 -0.67
C -0.07588 -0.68388 -0.99394 -0.71
C 0.43822 0.18890 0.15152 0.14
O -2.39405 1.49266 -0.53100 -0.38
O -0.70155 2.65499 -1.56938 -0.42
Si 0.03834 -0.37334 1.81159 0.11
H 1.90953 -1.44127 -0.38872 0.22
H 2.04915 -0.15618 -1.53563 0.14
H -0.39979 -0.19823 -1.89447 0.13
H -0.75932 -1.48215 -0.74116 0.25
H 0.31859 -1.76573 2.65797 -0.17
H -1.34287 0.02301 1.86329 -0.20
H 1.00316 0.26274 2.80315 -0.17
```

## Properties
2S+1	1
energy	-596.514149	a.u.
highest occupied orbital energy	-2.276	eV
relative energy (zero: lowest compared OMol25 entry of this formula, charge and spin)	2.672	eV
charge	-1
maximum force	3.0	eV/A
HOMO-LUMO gap	5.9221	eV

No. 7
An isolated molecule of C4H7O3P in a non-equilibrium geometry. Source: the Open Molecules 2025 dataset; level of theory: ωB97M-V with the def2-TZVPD basis set.

```
15
Properties=species:S:1:pos:R:3:mulliken_charge:R:1
C 2.27993 -0.38877 -0.71895 -0.87
C 1.09275 -0.60738 -0.15715 0.54
C 0.72417 -0.42367 1.28339 -0.31
O -0.72022 -0.39572 1.32593 -0.38
P -1.38877 -0.49559 -0.14190 0.96
C -1.59709 1.27636 -0.53525 -0.92
O -2.57109 -1.33795 -0.17633 -0.69
O -0.03527 -0.96329 -0.91746 -0.39
H 2.20164 -0.38913 -1.84453 0.25
H 3.05305 -0.36807 -0.00926 0.31
H 0.92544 -1.16948 2.03831 0.27
H 1.24268 0.49772 1.48520 0.28
H -2.55181 1.35673 -1.18771 0.29
H -1.88932 1.75971 0.47489 0.29
H -0.76609 1.64853 -0.91917 0.37
```

## Properties
2S+1	1
energy	-723.717715	a.u.
SMILES	C=C1CO[P@](C)(=O)O1
highest occupied orbital energy	-9.894	eV
relative energy (zero: lowest compared OMol25 entry of this formula, charge and spin)	0.028	eV
maximum force	7.1	eV/A
HOMO-LUMO gap	10.5732	eV

No. 8
The ion C4H7O3S2 with charge -1 in a non-equilibrium geometry. Source: the Open Molecules 2025 dataset; level of theory: ωB97M-V with the def2-TZVPD basis set.

```
16
Properties=species:S:1:pos:R:3:mulliken_charge:R:1
C 1.25002 -1.04362 -0.31833 0.27
C 0.02513 0.51901 -1.74988 -1.50
C 0.59430 0.79267 1.88764 -0.69
C 0.12116 0.03943 -0.32955 1.02
O 0.78885 -2.18006 -0.12994 -0.61
O 2.36309 -0.67054 -0.58109 -0.67
O 0.13470 1.12321 0.61826 -0.40
S -2.92252 -0.08293 0.33468 -0.38
S -1.14070 -1.32792 0.15062 -0.02
H 0.88529 1.23729 -1.93625 0.29
H 0.21656 -0.32620 -2.32585 0.41
H -0.99303 0.73606 -1.96797 0.37
H 1.76700 0.58147 2.01741 0.19
H 0.21469 -0.16201 2.17726 0.37
H 0.43018 1.72614 2.42439 0.27
H -3.73470 -0.96201 -0.27141 0.08
```

## Properties
2S+1	1
energy	-1178.737531	a.u.
highest occupied orbital energy	-4.221	eV
relative energy (zero: lowest compared OMol25 entry of this formula, charge and spin)	0.000	eV
charge	-1
maximum force	3.2	eV/A
HOMO-LUMO gap	7.4872	eV

Copy entry 7 word for word.
An isolated molecule of C4H7O3P in a non-equilibrium geometry. Source: the Open Molecules 2025 dataset; level of theory: ωB97M-V with the def2-TZVPD basis set.

```
15
Properties=species:S:1:pos:R:3:mulliken_charge:R:1
C 2.27993 -0.38877 -0.71895 -0.87
C 1.09275 -0.60738 -0.15715 0.54
C 0.72417 -0.42367 1.28339 -0.31
O -0.72022 -0.39572 1.32593 -0.38
P -1.38877 -0.49559 -0.14190 0.96
C -1.59709 1.27636 -0.53525 -0.92
O -2.57109 -1.33795 -0.17633 -0.69
O -0.03527 -0.96329 -0.91746 -0.39
H 2.20164 -0.38913 -1.84453 0.25
H 3.05305 -0.36807 -0.00926 0.31
H 0.92544 -1.16948 2.03831 0.27
H 1.24268 0.49772 1.48520 0.28
H -2.55181 1.35673 -1.18771 0.29
H -1.88932 1.75971 0.47489 0.29
H -0.76609 1.64853 -0.91917 0.37
```

## Properties
2S+1	1
energy	-723.717715	a.u.
SMILES	C=C1CO[P@](C)(=O)O1
highest occupied orbital energy	-9.894	eV
relative energy (zero: lowest compared OMol25 entry of this formula, charge and spin)	0.028	eV
maximum force	7.1	eV/A
HOMO-LUMO gap	10.5732	eV